1.
The following is a quantum chemistry calculation of the ion C10H10NO2 with charge -1, from OMol25.

Calculated values
Energy above the lowest of the compared OMol25 structures with the same formula, charge and spin, kcal per mole: 119.82
Highest occupied orbital energy, eV: -3.7
Total charge: -1

Last column: natural (NBO) charge in e.
Cartesian coordinates (Å):
O -0.18 1.99 1.43  -0.9076
C -0.60 0.76 1.01  0.4170
N -2.04 0.72 1.09  -0.3862
O -2.58 2.03 0.93  -0.6533
C -0.27 -0.56 2.16  -0.5219
C 1.12 -1.02 1.85  -0.1250
C 1.62 -0.92 0.59  -0.2317
C 0.98 -0.38 -0.53  -0.0978
C 1.50 -0.57 -1.79  -0.1952
C 0.80 -0.05 -2.95  -0.2465
C -0.40 0.69 -2.81  -0.2331
C -0.80 0.92 -1.51  -0.1856
C -0.18 0.37 -0.39  -0.0046
H -2.29 0.45 1.95  0.3143
H -1.78 2.60 1.06  0.4849
H -1.05 -1.33 2.21  0.1965
H -0.27 -0.09 3.08  0.2042
H 1.64 -1.46 2.68  0.1751
H 2.59 -1.29 0.56  0.1895
H 2.38 -1.16 -2.09  0.1953
H 1.26 -0.02 -3.93  0.1876
H -1.02 1.05 -3.69  0.1989
H -1.79 1.35 -1.46  0.2253



2.
The following is a quantum chemistry calculation of a structure of composition C10H11AsCoN2O9S, from OMol25.

Calculated values
Highest occupied orbital energy (spin up / spin down), eV: -4.5 / -5.4
Total charge: -1
Spin multiplicity: 5

Last column: natural (NBO) charge in e.
Cartesian coordinates (Å):
Co 0.74 0.15 -0.10  1.5349
N 0.43 -0.60 2.01  -0.8737
C -0.97 -1.05 2.11  -0.3074
C -1.16 -1.95 0.90  0.6040
O -0.65 -3.06 0.92  -0.6252
N -1.68 -1.37 -0.21  -0.1573
C -2.54 -0.19 -0.26  -0.3649
C -1.99 1.21 0.10  0.7763
O -2.85 2.07 0.19  -0.6812
O -0.74 1.37 0.28  -0.8618
H 1.05 -1.41 1.99  0.4104
H 0.68 -0.01 2.80  0.3810
H -1.61 -0.18 2.12  0.2143
H -1.16 -1.66 3.00  0.1939
H -3.41 -0.34 0.38  0.2091
H -2.89 -0.14 -1.28  0.2524
O -0.41 -2.35 -3.73  -1.0386
As 0.37 -2.12 -2.14  1.9176
O -1.62 -2.10 -1.34  -0.6098
O 0.50 -0.45 -1.93  -1.2557
C 2.18 -2.63 -2.83  -0.4157
C 2.25 -3.80 -3.58  -0.1923
C 3.45 -4.23 -4.13  -0.2405
C 4.60 -3.49 -3.93  -0.2101
C 4.55 -2.33 -3.17  -0.2818
C 3.35 -1.89 -2.61  0.3682
S 3.36 -0.71 -0.23  1.7424
O 3.39 -0.71 -1.92  -0.7325
O 2.29 -1.69 0.08  -1.0403
O 2.77 0.65 -0.01  -1.0477
H -1.34 -2.15 -3.58  0.4917
H 1.34 -4.36 -3.74  0.2193
H 3.47 -5.14 -4.72  0.2034
H 5.54 -3.80 -4.36  0.2024
H 5.43 -1.73 -3.00  0.2154



3.
The following is a quantum chemistry calculation of a structure of composition C10H11BN2O2, from OMol25.

Calculated values
Energy above the lowest of the compared OMol25 structures with the same formula, charge and spin, kcal per mole: 2.79
Highest occupied orbital energy (spin up / spin down), eV: -4.8 / -8.4
Spin multiplicity: 3

Last column: natural (NBO) charge in e.
Cartesian coordinates (Å):
B 1.06 -1.67 -0.43  1.1162
C -3.67 0.44 0.41  -0.2011
C -2.95 -0.52 1.20  -0.2175
C -3.14 0.98 -0.74  -0.2291
C -1.66 -0.78 0.82  -0.1810
C -1.83 0.69 -1.08  -0.1698
C -0.98 -0.15 -0.27  -0.0696
C 2.18 1.25 -1.21  0.0294
C 1.99 1.05 1.25  -0.0228
C 2.94 1.10 0.12  -0.5090
C 0.48 -0.22 -0.43  -0.0985
N 1.10 0.62 -1.40  -0.3530
N 0.89 0.40 1.29  -0.1865
O 0.42 -2.75 -0.93  -0.8974
O 2.30 -1.88 0.16  -0.9375
H -4.60 0.88 0.67  0.2024
H -3.23 -0.98 2.08  0.2092
H -3.66 1.78 -1.18  0.2085
H -1.21 -1.36 1.62  0.2125
H -1.54 1.27 -1.94  0.2191
H 2.45 2.18 -1.69  0.1939
H 2.14 1.68 2.08  0.2083
H 3.62 0.29 -0.02  0.2367
H 3.40 2.07 0.16  0.2207
H 0.63 -3.66 -0.78  0.5052
H 2.86 -2.70 0.26  0.5109



4.
The following is a quantum chemistry calculation of an isolated molecule of C10H11BrOS, from OMol25.

Calculated values
Energy above the lowest of the compared OMol25 structures with the same formula, charge and spin, kcal per mole: 45.57
Highest occupied orbital energy, eV: -8.3

Last column: natural (NBO) charge in e.
Cartesian coordinates (Å):
C 2.60 -0.80 0.40  -0.6127
C 1.14 -0.68 0.99  -0.1594
C 1.12 -1.49 2.24  -0.6411
S 0.53 1.08 1.35  0.1772
C -0.86 1.25 0.21  0.0958
O -1.98 1.96 0.79  -0.7089
C -0.63 2.09 -1.02  -0.1889
C -1.33 1.74 -2.10  -0.2277
C -2.07 0.49 -2.23  -0.1992
C -1.82 -0.53 -1.36  -0.2066
C -0.96 -0.27 -0.28  -0.0984
C 0.08 -1.06 0.03  -0.0288
Br 0.21 -2.72 -0.85  0.0784
H 3.16 -1.52 0.95  0.2224
H 3.02 0.15 0.46  0.2268
H 2.39 -0.91 -0.66  0.2293
H 1.91 -1.18 2.96  0.2228
H 1.54 -2.49 2.20  0.2265
H 0.21 -1.70 2.77  0.2295
H -1.69 2.44 1.60  0.4863
H -0.20 3.06 -0.90  0.2193
H -1.37 2.27 -3.02  0.2115
H -2.72 0.34 -3.09  0.2169
H -2.30 -1.52 -1.42  0.2291



5.
The following is a quantum chemistry calculation of a cluster of 6 separate species, C10H11Cl16NO in total, from OMol25.

Calculated values
Energy above the lowest of the compared OMol25 structures with the same formula, charge and spin, kcal per mole: 10.02
Highest occupied orbital energy, eV: -7.8

Last column: natural (NBO) charge in e.
Cartesian coordinates (Å):
Cl 7.62 6.72 -0.56  0.0849
C 7.84 5.75 -1.99  -0.1906
Cl 9.53 5.24 -2.16  0.0663
Cl 6.73 4.32 -1.99  0.0491
Cl 7.53 6.91 -3.43  -0.0022
Cl 7.65 1.89 -4.34  0.0459
C 8.32 2.73 -5.77  -0.2007
Cl 8.13 4.50 -5.64  0.0706
Cl 10.06 2.32 -5.89  0.0322
Cl 7.57 2.09 -7.25  0.0501
Cl 5.74 1.72 -11.52  0.0698
C 5.69 0.19 -10.62  -0.2324
Cl 5.40 -1.17 -11.69  0.0587
Cl 7.22 -0.10 -9.84  0.0518
Cl 4.45 0.20 -9.37  0.0619
Cl 4.14 6.72 -3.39  0.0515
C 3.14 8.04 -4.07  -0.2145
Cl 3.90 8.51 -5.66  0.0228
Cl 1.53 7.53 -4.31  0.0992
Cl 3.13 9.38 -2.89  0.0454
C 3.08 4.04 -5.17  -0.3072
C 2.49 3.21 -6.10  -0.3102
C 3.29 2.08 -6.26  -0.0769
N 4.34 2.19 -5.34  -0.5278
C 4.20 3.42 -4.70  -0.0828
H 2.63 4.97 -4.87  0.2156
H 1.60 3.41 -6.67  0.2152
H 3.22 1.19 -6.86  0.2010
H 5.10 1.53 -5.26  0.4451
H 4.98 3.80 -4.06  0.2035
C 7.11 -2.28 -5.91  -0.6429
C 6.15 -1.28 -6.60  -0.0705
O 5.60 -0.37 -5.56  -0.7519
H 8.01 -1.77 -5.55  0.2158
H 7.40 -3.15 -6.49  0.2204
H 6.71 -2.60 -4.95  0.1979
H 5.33 -1.74 -7.13  0.1705
H 6.74 -0.76 -7.35  0.1937
H 5.29 -0.95 -4.85  0.4717



6.
The following is a quantum chemistry calculation of an isolated molecule of C10H11ClFNO4S2, from OMol25.

Calculated values
Energy above the lowest of the compared OMol25 structures with the same formula, charge and spin, kcal per mole: 0.00
Highest occupied orbital energy, eV: -9.8

Last column: natural (NBO) charge in e.
Cartesian coordinates (Å):
C 0.03 -1.98 3.86  -0.4288
N 0.31 -0.99 2.79  -0.6422
C 0.86 0.26 3.36  -0.4384
S 1.34 -1.62 1.54  2.2265
O 0.81 -2.90 1.03  -0.9043
O 2.70 -1.68 2.09  -0.9191
C 1.16 -0.32 0.25  -0.3249
C 0.01 -0.41 -0.55  -0.1515
C -0.22 0.53 -1.57  -0.0249
C -1.45 0.39 -2.37  -0.1265
C -1.75 1.11 -3.51  -0.4857
S -3.22 0.62 -4.47  2.2986
O -4.34 0.38 -3.52  -0.8725
O -2.96 -0.55 -5.31  -0.8731
F -3.41 1.89 -5.40  -0.4599
C 0.70 1.58 -1.71  -0.1545
C 1.84 1.70 -0.86  -0.2303
C 2.05 0.75 0.09  -0.0060
Cl 3.37 1.00 1.18  0.0584
H -0.59 -1.55 4.60  0.2121
H -0.44 -2.88 3.42  0.2305
H 1.01 -2.26 4.31  0.1931
H 0.14 0.73 4.06  0.2147
H 0.98 1.01 2.57  0.2097
H 1.82 0.14 3.88  0.2046
H -0.68 -1.22 -0.37  0.2530
H -2.12 -0.42 -2.11  0.2410
H -1.06 1.82 -3.91  0.2358
H 0.57 2.34 -2.47  0.2190
H 2.54 2.53 -0.92  0.2455



7.
The following is a quantum chemistry calculation of an isolated molecule of C10H11F2I, from OMol25.

Calculated values
Energy above the lowest of the compared OMol25 structures with the same formula, charge and spin, kcal per mole: 20.59
Highest occupied orbital energy, eV: -8.1

Last column: natural (NBO) charge in e.
Cartesian coordinates (Å):
C -2.89 2.00 0.75  -0.6425
C -1.49 1.42 0.84  0.1583
F -0.61 2.50 0.81  -0.3735
C -1.13 0.48 -0.31  -0.3214
I -2.22 -1.34 -0.15  0.1379
C 0.61 0.31 -0.36  -0.2612
C 0.74 -0.33 -1.71  -0.1851
C 0.82 -1.65 -1.83  -0.2402
C 0.97 -2.47 -0.64  -0.2182
C 1.37 -1.92 0.51  -0.2147
C 1.65 -0.47 0.56  -0.1193
C 2.88 -0.12 1.09  0.2584
F 3.65 -1.06 1.66  -0.3243
H -3.01 2.52 -0.20  0.2121
H -3.04 2.71 1.56  0.2253
H -3.64 1.21 0.83  0.2282
H -1.31 0.93 1.80  0.1752
H -1.35 0.93 -1.27  0.2184
H 0.92 1.35 -0.37  0.2433
H 0.62 0.31 -2.57  0.2123
H 0.79 -2.14 -2.79  0.2173
H 0.79 -3.53 -0.73  0.2163
H 1.58 -2.52 1.38  0.2221
H 3.29 0.87 1.16  0.1752



8.
The following is a quantum chemistry calculation of an isolated molecule of C10H11F2N, from OMol25.

Calculated values
Energy above the lowest of the compared OMol25 structures with the same formula, charge and spin, kcal per mole: 79.37
Highest occupied orbital energy (spin up / spin down), eV: -8.9 / -7.6

Last column: natural (NBO) charge in e.
Cartesian coordinates (Å):
C 2.56 -1.24 -0.60  -0.2024
C 1.55 -1.20 -1.57  -0.2090
C 2.33 -0.66 0.68  -0.2149
C 0.31 -0.64 -1.23  -0.1435
C 0.13 -0.09 0.00  0.0800
C 1.11 -0.04 0.98  -0.1037
C -0.81 -0.76 -2.21  -0.4408
C -2.54 0.38 -0.63  -0.0246
C -1.97 0.39 -1.98  0.6317
C 0.84 0.71 2.24  -0.6272
N -2.92 1.60 -0.09  -0.7640
F -2.93 0.07 -2.93  -0.3670
F -1.68 1.68 -2.38  -0.3539
H 3.52 -1.45 -0.99  0.2112
H 1.86 -1.72 -2.41  0.2129
H 3.01 -0.66 1.52  0.2102
H -0.42 -0.73 -3.28  0.2385
H -1.48 -1.62 -2.03  0.2298
H -2.57 -0.50 -0.10  0.2075
H 0.80 0.08 3.13  0.2208
H 1.72 1.36 2.40  0.2222
H -0.10 1.22 2.21  0.2139
H -2.52 1.61 0.84  0.3783
H -2.48 2.39 -0.61  0.3938



9.
The following is a quantum chemistry calculation of a cluster of 2 separate species, C10H11FNO3 in total, from OMol25.

Calculated values
Energy above the lowest of the compared OMol25 structures with the same formula, charge and spin, kcal per mole: 23.14
Highest occupied orbital energy (spin up / spin down), eV: -2.9 / -2.9
Total charge: -1

Last column: natural (NBO) charge in e.
Cartesian coordinates (Å):
C 3.87 -0.07 -0.10  -0.2703
C 3.29 0.35 1.15  -0.2247
C 3.12 0.00 -1.21  -0.1774
C 2.01 0.71 1.28  -0.2205
C 1.75 0.24 -1.07  -0.3066
C 1.15 0.54 0.07  0.1960
C -2.52 1.71 0.11  0.7179
C -2.56 -2.26 0.85  -0.2561
C -2.04 -0.93 -1.04  -0.1708
C -1.17 1.22 -0.53  0.4641
N -0.12 1.05 0.28  -0.6478
O -2.44 1.72 1.38  -0.7977
O -3.41 2.00 -0.70  -0.7335
O -1.73 -2.02 -0.28  -0.5439
F -0.92 1.67 -1.80  -0.3570
H 4.94 -0.23 -0.31  0.1968
H 4.01 0.53 1.90  0.1956
H 3.49 -0.33 -2.10  0.1951
H 1.61 1.21 2.19  0.2159
H 1.12 0.29 -1.99  0.2219
H -1.97 -2.73 1.61  0.1756
H -3.44 -2.83 0.69  0.1586
H -2.92 -1.31 1.36  0.1955
H -1.50 -0.76 -1.92  0.1646
H -3.07 -0.73 -1.11  0.1576
H -0.54 0.97 1.28  0.4510



10.
The following is a quantum chemistry calculation of an isolated molecule of C10H11N, from OMol25.

Calculated values
Energy above the lowest of the compared OMol25 structures with the same formula, charge and spin, kcal per mole: 13.03
Highest occupied orbital energy, eV: -7.5

Last column: natural (NBO) charge in e.
Cartesian coordinates (Å):
C 3.05 -1.04 0.16  -0.6471
C 1.65 -0.42 0.07  0.1891
N 0.67 -1.36 -0.23  -0.5354
C -0.51 -0.74 -0.04  0.1586
C -1.79 -1.47 -0.08  -0.2372
C -2.88 -0.59 0.04  -0.2195
C -2.70 0.82 0.01  -0.2485
C -1.46 1.49 0.08  -0.1864
C -0.35 0.63 0.16  -0.1028
C 1.08 0.82 0.07  -0.1106
C 1.98 1.91 -0.20  -0.6267
H 3.37 -0.95 1.23  0.2249
H 3.00 -2.13 -0.06  0.2186
H 3.68 -0.41 -0.40  0.2234
H 0.74 -2.38 -0.32  0.4077
H -1.80 -2.51 -0.02  0.2072
H -3.84 -1.07 0.10  0.2090
H -3.62 1.41 0.15  0.2074
H -1.38 2.54 -0.09  0.2158
H 2.67 1.65 -1.03  0.2113
H 1.51 2.88 -0.29  0.2222
H 2.57 1.93 0.74  0.2192



11.
The following is a quantum chemistry calculation of an isolated molecule of C10H11N, from OMol25.

Calculated values
Energy above the lowest of the compared OMol25 structures with the same formula, charge and spin, kcal per mole: 83.18
Highest occupied orbital energy (spin up / spin down), eV: -8.8 / -7.4

Last column: natural (NBO) charge in e.
Cartesian coordinates (Å):
C 3.16 -0.03 -0.27  -0.1853
C 2.62 -1.30 -0.03  -0.2180
C 2.35 1.10 -0.15  -0.2201
C 1.30 -1.38 0.14  -0.1591
C 1.01 0.99 0.11  -0.1740
C 0.39 -0.27 0.23  -0.1229
C -1.53 -1.78 0.48  -0.0586
C -0.94 -0.41 0.63  0.0988
C -2.33 1.30 -0.72  -0.6052
C -1.95 0.69 0.71  -0.4479
N -1.80 -1.91 -0.72  -0.2282
H 4.06 0.12 -0.75  0.2057
H 3.33 -2.13 -0.13  0.2213
H 2.69 2.09 -0.24  0.2111
H 0.84 -2.30 0.18  0.2036
H 0.34 1.87 0.01  0.2056
H -1.76 -2.45 1.25  0.1811
H -1.57 1.80 -1.22  0.2069
H -3.21 1.86 -0.67  0.2110
H -2.80 0.51 -1.41  0.2301
H -2.81 0.26 1.11  0.2164
H -1.39 1.37 1.43  0.2276



12.
The following is a quantum chemistry calculation of an isolated molecule of C10H11N, from OMol25.

Calculated values
Energy above the lowest of the compared OMol25 structures with the same formula, charge and spin, kcal per mole: 7.68
Highest occupied orbital energy (spin up / spin down), eV: -7.1 / -9.3
Spin multiplicity: 3

Last column: natural (NBO) charge in e.
Cartesian coordinates (Å):
C -2.71 -0.91 1.20  -0.1794
C -1.55 -0.60 1.84  -0.2171
C -2.87 -0.65 -0.13  -0.2363
C -0.61 0.14 1.23  -0.2246
C -1.99 0.17 -0.77  -0.1446
C -0.77 0.58 -0.11  0.0918
C 2.58 -0.32 -1.58  -0.4542
C 2.26 -0.85 -0.16  -0.4763
C 1.27 1.77 -0.35  -0.3125
C 2.19 0.60 -0.49  0.1018
N 0.10 1.21 -0.88  -0.3256
H -3.51 -1.48 1.75  0.2122
H -1.41 -1.05 2.92  0.2190
H -3.78 -1.03 -0.60  0.2185
H 0.23 0.34 1.89  0.2258
H -2.11 0.46 -1.79  0.2246
H 3.73 -0.11 -1.76  0.2168
H 2.01 -0.65 -2.32  0.2103
H 1.17 -1.27 -0.15  0.2146
H 3.02 -1.28 0.54  0.2280
H 1.12 2.30 0.75  0.1868
H 1.63 2.63 -1.02  0.2204



no.,strongest force on any atom (Eh/bohr)
1,0.0941
2,0.0120
3,0.0825
4,0.0568
5,0.0533
6,0.0899
7,0.0686
8,0.0711
9,0.0984
10,0.1030
11,0.0701
12,0.1246